Molecular formula: C35H29CoN14O4Sb
Method: DFT, ωB97M-V with the def2-TZVPD basis set

Each line ends with the Mulliken spin population.
Atoms and positions in Å:
Sb (-2.969, -1.848, 2.044)  0.00
Co (-0.101, 0.003, -1.332)  0.99
O (1.526, -1.516, -2.118)  0.01
O (0.990, -3.571, -1.384)  0.01
O (7.717, -1.455, -1.140)  0.00
O (6.216, -0.119, -1.904)  0.00
N (6.563, -1.187, -1.450)  0.00
N (2.343, 3.181, -1.960)  0.00
N (2.041, -0.883, 2.055)  0.00
N (0.073, -1.396, 1.294)  0.00
N (0.927, -1.621, 2.236)  0.00
N (-1.559, 1.402, -0.582)  0.05
N (1.298, 2.474, -2.235)  0.00
N (1.272, 1.406, -1.410)  -0.01
N (2.695, 0.665, 0.367)  0.00
N (-5.100, 7.718, -5.852)  0.00
N (3.042, 2.623, -0.948)  0.00
N (-1.242, -1.577, -1.268)  0.00
N (0.592, -0.474, 0.453)  0.00
N (-0.688, 0.421, -3.160)  -0.01
C (-1.297, -2.716, -1.172)  -0.02
C (-1.908, -4.002, -0.920)  0.00
C (4.979, -4.410, -0.506)  0.00
C (-1.868, -6.280, -0.171)  0.00
C (-1.190, -5.106, -0.470)  0.00
C (-1.794, 1.708, 0.673)  0.00
C (1.796, -0.204, 0.943)  -0.01
C (-0.754, 0.409, -5.423)  0.00
C (-3.246, -6.357, -0.319)  0.00
C (-2.149, 2.363, -2.739)  0.01
C (-2.255, -0.579, 3.626)  0.00
C (4.213, -1.927, -1.522)  0.00
C (-2.603, 5.621, -4.565)  0.00
C (-1.494, 1.463, -3.583)  0.00
C (-3.992, 5.693, -4.675)  0.00
C (-4.198, 3.596, -3.524)  0.00
C (-4.791, 4.678, -4.154)  0.00
C (-4.606, 6.819, -5.331)  0.00
C (-2.885, 3.276, -0.489)  0.00
C (-1.537, 1.461, -5.008)  0.00
C (2.343, 1.544, -0.644)  -0.01
C (3.649, -4.147, -0.808)  0.00
C (-2.814, 3.515, -3.415)  0.00
C (-2.627, 2.865, 0.794)  0.00
C (5.530, -2.217, -1.219)  0.00
C (-0.246, -0.192, -4.241)  -0.01
C (-1.964, -3.596, 2.783)  0.00
C (1.781, -2.643, -1.640)  0.00
C (5.943, -3.437, -0.712)  0.00
C (-2.020, 4.533, -3.938)  0.00
C (3.258, -2.917, -1.315)  0.00
C (-2.212, 2.348, -1.350)  0.00
C (-3.295, -4.072, -1.066)  0.00
C (-4.798, -2.338, 3.140)  0.00
C (-3.958, -5.252, -0.767)  0.00
H (-4.564, -2.572, 4.180)  0.00
H (-5.034, -5.304, -0.874)  0.00
H (-3.768, -7.275, -0.078)  0.00
H (-5.867, 4.742, -4.245)  0.00
H (-4.804, 2.801, -3.110)  0.00
H (-0.546, 0.100, -6.436)  0.00
H (-2.606, -0.966, 4.584)  0.00
H (-2.273, -4.475, 2.213)  0.00
H (2.877, -4.889, -0.650)  0.00
H (-5.283, -3.204, 2.683)  0.00
H (-2.211, -3.739, 3.836)  0.00
H (-0.944, 4.452, -3.840)  0.00
H (-2.963, 3.321, 1.713)  0.00
H (0.433, -1.026, -4.141)  0.00
H (-1.990, 6.416, -4.969)  0.00
H (5.268, -5.374, -0.104)  0.00
H (-3.463, 4.132, -0.799)  0.00
H (-5.497, -1.500, 3.111)  0.00
H (-1.351, 1.123, 1.466)  0.00
H (-1.166, -0.586, 3.601)  0.00
H (3.908, -0.963, -1.906)  0.00
H (3.487, 0.925, 0.929)  0.00
H (6.985, -3.603, -0.488)  0.00
H (-3.835, -3.194, -1.394)  0.00
H (-0.121, -5.012, -0.364)  0.00
H (-0.892, -3.446, 2.667)  0.00
H (-1.314, -7.137, 0.190)  0.00
H (-2.614, 0.441, 3.494)  0.00
H (-2.088, 2.153, -5.624)  0.00

Calculated values
- HOMO (spin up / spin down) (eV) = -2.57 / -2.57
- ⟨S²⟩ = 0.755
- total charge = -2
- 2S+1 = 2
- ΔE to the lowest compared entry with this formula, charge and spin (kcal per mole) = 0.0
- gap between HOMO and LUMO (spin up / spin down) (eV) = 6.538 / 6.540